(1)
3 unconnected molecules or ions with the total composition C5H13NO2, computed with ωB97M-V/def2-TZVPD.

structure (SMILES)	C=CC/C=C/N.O.O
HOMO-LUMO gap	0.3445	hartree

Geometry (Å):
O1 0.326 3.891 0.581
H1 -2.191 -0.416 -1.113
H2 0.278 -1.438 -1.124
H3 1.789 1.390 2.120
C1 -0.814 -0.826 0.418
H4 1.190 -2.746 -1.377
H5 -0.811 1.219 -0.228
O2 0.756 -1.987 -1.774
C2 -1.818 -1.154 -0.411
H6 1.672 0.306 -0.727
H7 0.235 2.935 0.444
H8 -0.364 0.994 1.458
C3 -0.253 0.574 0.452
N1 -2.338 -2.431 -0.522
H9 -2.900 -2.555 -1.348
H10 -1.707 -3.186 -0.322
C4 2.098 1.057 1.135
H11 3.149 1.142 0.885
H12 1.071 4.043 -0.017
H13 -0.605 -1.472 1.263
C5 1.236 0.659 0.205

(2)
2 unconnected molecules or ions with the total composition C5H13NO2, computed with ωB97M-V/def2-TZVPD.

structure (SMILES)	CC(C)[C@H](N)C=O.O
HOMO-LUMO gap	0.3724	hartree

Geometry (Å):
O1 2.764 2.261 2.365
H1 -1.479 0.551 -2.209
N1 -1.304 -1.934 -0.821
H2 -0.126 -0.175 1.636
H3 2.031 1.652 2.507
C1 -0.135 0.295 -0.460
C2 0.805 -1.911 0.310
H4 -0.210 1.823 -1.938
C3 -0.905 1.123 -1.474
H5 0.443 -1.279 -1.771
H6 2.995 2.055 1.463
C4 -0.687 0.493 0.986
H7 -0.389 1.523 1.201
H8 -2.028 -1.649 -0.183
C5 -0.016 -1.185 -0.787
H9 0.303 -2.766 0.797
O2 1.946 -1.653 0.588
H10 0.881 0.735 -0.393
H11 -1.477 -2.201 -1.763
H12 -1.772 0.393 1.054
H13 -1.640 1.848 -1.108

Decreasing stability: (2), (1)

(1)
2 unconnected molecules or ions with the total composition C5H13NO2, computed with ωB97M-V/def2-TZVPD.

structure (SMILES)	CC(C)CC(N)=O.O
HOMO-LUMO gap	0.3766	hartree

Geometry (Å):
H1 0.647 -2.311 1.856
N1 -2.299 2.434 0.034
H2 3.350 0.184 -2.971
C1 0.611 -1.051 -0.856
H3 0.102 1.357 0.533
H4 0.673 -2.135 -1.047
H5 1.597 -0.731 -0.551
H6 0.143 -0.928 2.606
H7 1.745 -0.814 1.649
O1 2.957 -0.219 -2.219
H8 0.156 -0.416 -1.671
H9 -0.720 0.883 1.987
C2 -0.222 -0.726 0.473
H10 -3.332 2.596 -0.142
H11 -1.111 -1.384 -0.005
H12 2.130 -0.718 -2.579
O2 -2.648 0.168 -0.165
C3 -1.976 1.107 0.174
C4 -0.626 0.739 0.790
C5 0.604 -1.259 1.682
H13 -1.782 3.225 0.424

(2)
2 unconnected molecules or ions with the total composition C5H13NO2, computed with ωB97M-V/def2-TZVPD.

structure (SMILES)	CCNC(=O)CC.O
HOMO-LUMO gap	0.3796	hartree

Geometry (Å):
C1 2.167 -1.237 1.368
O1 -5.510 1.616 -1.150
H1 -5.130 0.792 -1.531
C2 0.396 -0.445 -0.094
H2 3.292 0.413 2.167
C3 -0.074 -0.130 -1.557
C4 2.510 -0.303 2.471
H3 -0.382 -1.113 -1.962
H4 -4.732 2.111 -0.806
H5 1.390 -1.931 1.745
H6 -1.440 1.058 -2.558
H7 3.061 -1.838 1.116
H8 0.790 0.224 -2.150
N1 1.683 -0.677 0.154
H9 2.334 -0.532 -0.622
O2 -0.480 -0.527 0.776
C5 -1.262 0.893 -1.482
H10 1.677 0.259 2.926
H11 -2.182 0.486 -1.031
H12 2.931 -0.983 3.230
H13 -1.039 1.865 -1.009

Decreasing stability: (2), (1)

(1)
3 unconnected molecules or ions with the total composition C5H13NO2, computed with ωB97M-V/def2-TZVPD.

structure (SMILES)	C=CC(=C)NC.O.O
HOMO-LUMO gap	0.3496	hartree

Geometry (Å):
H1 1.677 -2.597 1.548
H2 2.341 -1.013 1.090
H3 -2.817 1.339 0.929
H4 -0.509 -1.628 1.638
C1 -0.305 -0.724 -0.133
H5 1.743 -2.068 -0.102
O1 0.374 1.291 -3.257
H6 0.956 1.784 1.436
H7 -0.021 0.783 -2.440
C2 1.509 -1.755 0.974
H8 -1.980 0.241 1.851
C3 -1.148 0.428 -0.026
C4 -0.125 -1.368 -1.275
C5 -1.986 0.671 0.954
H9 0.306 -2.226 -1.326
O2 0.867 2.721 1.690
H10 0.087 2.997 1.290
N1 0.210 -1.101 1.121
H11 -0.931 1.158 -0.886
H12 0.362 2.185 -2.891
H13 -0.609 -1.118 -2.182

(2)
A single C5H13NO2 molecule, computed with ωB97M-V/def2-TZVPD.

structure (SMILES)	CN[C@H](CO)CCO
HOMO-LUMO gap	0.3495	hartree

Geometry (Å):
N1 -1.336 -0.354 -0.582
C1 -1.336 -1.368 -1.664
H1 2.002 2.370 0.081
H2 -1.022 -1.916 1.228
H3 -0.307 -1.532 -1.937
H4 1.834 0.904 -0.899
H5 -1.939 -0.974 -2.466
C2 -0.139 -0.320 0.262
H6 -2.164 -0.473 -0.012
O1 0.857 -1.881 1.859
H7 1.512 -1.275 2.235
C3 -0.340 -1.139 1.550
C4 0.210 1.150 0.516
H8 -1.763 -2.333 -1.380
C5 1.287 1.713 -0.421
H9 -0.088 2.822 -1.340
H10 -0.561 -0.497 2.402
H11 0.531 1.304 1.556
H12 0.652 -0.832 -0.281
H13 -0.645 1.782 0.397
O2 0.746 2.390 -1.563

Decreasing stability: (2), (1)

(1)
A single C17H34O2 molecule, computed with ωB97M-V/def2-TZVPD.

structure (SMILES)	CCCCCCCCCCCCCCCC(=O)OC
HOMO-LUMO gap	0.4169	hartree

Geometry (Å):
C1 -0.551 -0.104 4.142
C2 3.478 -2.969 -6.262
H1 4.439 -3.423 -6.029
C3 1.113 -2.609 -5.381
C4 1.009 -1.123 -5.730
H2 1.199 0.322 2.981
H3 -0.224 -1.579 -0.956
H4 -0.039 -0.894 -5.936
H5 3.067 -3.468 -7.138
H6 2.466 -4.157 -4.794
C5 0.115 0.339 2.841
C6 2.528 -3.103 -5.078
H7 -0.267 -1.135 4.362
C7 -1.268 0.041 -1.926
C8 -0.245 -0.552 1.650
H8 1.031 -1.316 -2.901
H9 2.602 -0.311 -4.531
H10 -0.526 0.368 6.247
H11 3.649 -1.925 -6.510
H12 -1.155 -0.793 -3.901
H13 -1.636 -0.061 4.038
H14 0.459 -0.349 0.842
H15 -0.128 -1.600 1.937
C9 -2.099 -1.317 0.069
H16 0.717 -3.183 -6.223
H17 -2.306 0.371 -2.023
C10 -0.752 2.170 5.179
H18 -1.197 4.589 6.152
C11 -1.249 -1.304 -1.203
C12 -0.341 4.459 5.487
C13 -0.148 0.792 5.313
H19 1.333 0.391 -2.597
H20 1.378 0.857 -5.011
H21 -1.640 -2.070 -1.878
H22 -0.647 4.712 4.470
O1 -1.871 2.411 4.813
H23 -0.736 0.787 -1.333
H24 1.562 -0.932 -6.651
H25 0.489 5.084 5.804
H26 0.935 0.887 5.391
H27 -3.137 -1.105 -0.200
H28 0.477 -2.822 -4.519
H29 -0.176 1.368 2.620
H30 2.935 -2.561 -4.223
O2 0.125 3.117 5.541
C14 1.527 -0.166 -4.654
H31 -1.750 0.699 0.759
C15 -1.668 -0.318 1.145
H32 -0.805 0.934 -3.822
H33 -2.070 -2.324 0.495
C16 -0.643 -0.024 -3.320
C17 0.856 -0.312 -3.287
H34 -2.365 -0.405 1.980

(2)
A single C17H34O2 molecule, computed with ωB97M-V/def2-TZVPD.

structure (SMILES)	CCCCCCCCCCCCCCCC(=O)OC
HOMO-LUMO gap	0.4161	hartree

Geometry (Å):
C1 -0.046 -2.298 1.959
H1 1.267 0.121 -0.660
H2 -2.111 1.945 -3.601
H3 0.818 -4.379 0.220
C2 1.956 -2.685 -0.432
C3 1.529 2.879 -0.808
H4 2.014 -2.661 2.432
C4 2.272 0.476 -0.433
H5 -1.105 -3.043 0.237
H6 -2.331 1.791 0.778
C5 -2.467 -0.764 0.885
H7 -1.417 -3.946 1.728
H8 3.926 -0.076 0.814
C6 0.013 2.710 -0.891
H9 1.634 1.862 1.090
O1 -1.822 -0.474 -0.089
H10 3.859 -2.451 0.548
C7 -2.115 3.473 -2.078
C8 3.216 -1.868 -0.115
H11 2.363 -0.606 1.424
H12 -3.638 2.091 -2.735
H13 2.109 -3.209 -1.379
H14 -0.290 -2.031 2.992
C9 -2.556 2.119 -2.624
C10 -3.330 1.421 1.015
H15 -2.485 4.258 -2.743
C11 2.961 -0.499 0.519
H16 1.104 -2.022 -0.571
H17 0.182 -1.374 1.428
H18 3.775 -1.704 -1.040
H19 2.488 -4.386 0.765
C12 2.190 1.886 0.149
H20 -0.227 1.669 -1.106
H21 1.962 2.754 -1.803
H22 -0.147 3.363 -2.932
H23 -2.258 1.309 -1.965
H24 0.971 -4.064 2.629
C13 1.614 -3.746 0.617
H25 -3.937 1.434 0.108
H26 2.830 0.512 -1.372
H27 3.203 2.230 0.376
H28 -3.395 -2.640 1.105
O2 -3.254 0.101 1.536
C14 1.183 -3.207 1.982
H29 -2.566 3.637 -1.095
C15 -1.267 -2.948 1.311
H30 1.752 3.898 -0.480
H31 -0.424 2.964 0.079
H32 -2.731 -1.983 2.602
C16 -0.596 3.606 -1.966
C17 -2.533 -2.124 1.539
H33 -3.794 2.029 1.788
H34 -0.348 4.647 -1.741

Decreasing stability: (2), (1)

(1)
A molecular structure, C6H12N2O, computed with ωB97M-V/def2-TZVPD.

HOMO-LUMO gap	0.3579	hartree

Geometry (Å):
C1 0.056 -0.776 0.135
O1 -0.821 -2.550 -1.392
H1 -1.589 -0.568 1.582
H2 2.313 -0.244 1.482
H3 -1.348 -2.156 -2.150
C2 1.137 -0.081 1.144
C3 -1.223 -1.307 0.843
H4 -0.863 1.261 0.241
C4 -0.113 0.642 -0.231
N1 1.168 1.045 0.154
H5 -1.038 -2.299 1.173
H6 -0.489 2.895 -0.671
H7 1.616 -2.386 -1.086
H8 0.311 -0.169 2.163
C5 0.404 -1.677 -1.022
H9 -0.304 1.037 -1.229
H10 0.425 4.287 0.300
C6 0.442 3.130 -0.022
H11 -2.044 -1.488 0.055
N2 1.298 2.359 0.772
H12 0.663 -0.955 -2.242

(2)
A molecular structure, C6H12N2O, computed with ωB97M-V/def2-TZVPD.

HOMO-LUMO gap (spin up / spin down)	0.2505 / 0.2504	hartree

Geometry (Å):
H1 -2.627 -0.903 -1.395
H2 1.857 1.757 0.450
N1 1.092 1.296 -0.060
C1 -1.782 -0.252 -1.171
H3 0.172 -2.323 0.498
C2 -0.082 0.803 0.982
H4 2.653 -1.348 -1.254
H5 -1.315 1.771 2.421
H6 0.713 2.045 -0.642
C3 -0.842 1.836 1.452
O1 1.229 0.406 -2.226
C4 -0.833 -1.900 0.389
H7 0.277 0.108 1.732
H8 -1.805 0.698 -1.698
H9 -1.445 -2.624 -0.161
H10 -1.215 -1.854 1.415
C5 1.404 0.187 -1.052
C6 -0.861 -0.547 -0.254
N2 2.347 -0.689 -0.551
H11 -1.109 2.638 0.774
H12 2.172 -1.105 0.352

Decreasing stability: (2), (1)